A cluster of 12 separate species, C60H73BBrNO37 in total at a distorted geometry. Source: the OMol25 dataset; level of theory: wB97M-V/def2-TZVPD.

Each atom is followed by the atoms it is bonded to, with distances in Å.
Positions of all 173 atoms, in Å:
1 H -2.17 -1.94 0.52  C38 1.083
2 C -2.36 0.55 -5.04  H13 1.092, O18 1.435, H117 1.087, C169 1.507
3 C 7.38 -7.91 -2.92  O73 1.430, C101 1.509, H112 1.092, H143 1.088
4 H -5.77 -1.23 4.23  C81 1.087
5 O -1.10 -5.38 -3.45  C126 1.190
6 H -4.49 4.12 0.74  C50 1.093
7 H 0.43 4.56 1.67  C62 1.085
8 O -2.49 -2.00 -8.49  C163 1.187
9 C 6.19 3.80 1.27  H67 1.087, O78 1.429, H146 1.092, C152 1.510
10 C -1.26 5.56 6.23  H22 1.089, O80 1.429, H103 1.092, C141 1.510
11 O 2.67 -0.75 -5.84  C15 1.429, C25 1.355
12 C 4.15 0.99 -5.66  C15 1.509, H34 1.092, O55 1.428, H127 1.087
13 H -2.76 1.31 -5.72  C2 1.092
14 C 1.85 3.85 3.14  H33 1.090, C62 1.400, C139 1.373
15 C 2.96 0.51 -6.45  O11 1.429, C12 1.509, H53 1.092, H122 1.088
16 C -2.36 0.14 5.20  C20 1.380, H23 1.091, C87 1.377
17 O -7.92 -1.50 7.06  C82 1.359, C136 1.429
18 O -1.62 1.19 -4.00  C2 1.435, C66 1.359
19 O 0.38 -2.26 3.61  C27 1.360, C65 1.431
20 C -3.22 0.98 4.53  C16 1.380, C52 1.524, C102 1.384
21 O 4.31 5.39 3.60  C151 1.190
22 H -1.18 5.56 5.14  C10 1.089
23 H -1.38 0.49 5.52  C16 1.091
24 H -4.53 5.62 1.64  C50 1.102
25 C 3.17 -0.72 -4.58  O11 1.355, O55 1.350, O79 1.192
26 H -9.01 -0.32 8.35  C136 1.092
27 C 0.58 -3.42 2.93  O19 1.360, O61 1.356, O173 1.187
28 O -2.48 -7.16 -3.43  C123 1.430, C126 1.355
29 C -2.45 4.46 7.79  O80 1.359, O106 1.186, O116 1.358
30 O 4.95 -6.73 -5.86  C57 1.193
31 O -0.10 0.41 -5.44  C66 1.345, C169 1.437
32 H -3.84 -8.49 -2.57  C123 1.087
33 H 2.58 4.64 2.99  C14 1.090
34 H 5.10 0.64 -6.08  C12 1.092
35 H 0.42 0.62 1.20  C54 1.100
36 O -2.86 2.00 -1.14  H114 0.965, B148 1.380
37 H -1.74 -3.06 6.02  C161 1.090
38 C -1.44 -1.76 -0.26  H1 1.083, C48 1.380, C135 1.389
39 H -6.61 4.28 1.84  C111 1.094
40 H 4.57 7.10 -2.66  C84 1.088
41 H -0.40 0.93 3.78  C162 1.093
42 C 0.46 -1.30 -2.27  C56 1.377, H109 1.088, C158 1.384
43 C 6.32 -6.79 -1.28  O73 1.358, O75 1.359, O140 1.187
44 O -6.29 -1.01 8.52  C82 1.356, C105 1.429
45 O 4.54 4.07 -3.75  C60 1.358, C170 1.429
46 H -5.17 1.08 3.69  C102 1.087
47 O -1.67 -6.37 -1.51  C126 1.352, C157 1.429
48 C -1.39 -2.54 -1.40  C38 1.380, C56 1.372, H107 1.088
49 C 2.40 -5.74 -3.83  H59 1.092, C86 1.507, O128 1.437, H145 1.086
50 C -4.49 4.53 1.75  H6 1.093, H24 1.102, C111 1.536, C133 1.541
51 H -7.03 0.86 9.06  C105 1.088
52 C -2.86 2.42 4.20  C20 1.524, H100 1.098, C120 1.543, H166 1.097
53 H 2.09 1.16 -6.34  C15 1.092
54 C -0.57 0.13 1.11  H35 1.100, H70 1.098, C129 1.540, C135 1.531
55 O 3.95 0.37 -4.39  C12 1.428, C25 1.350
56 C -0.47 -2.30 -2.39  C42 1.377, C48 1.372, H124 1.088
57 C 4.12 -6.14 -5.22  O30 1.193, O128 1.352, O147 1.353
58 H 7.32 5.55 0.62  C152 1.087
59 H 2.73 -5.94 -2.80  C49 1.092
60 C 5.66 4.64 -4.28  O45 1.358, O130 1.358, O165 1.187
61 O 1.87 -3.51 2.51  C27 1.356, C149 1.428
62 C 0.66 3.80 2.41  H7 1.085, C14 1.400, C68 1.393
63 H 9.02 -6.82 -2.00  C101 1.092
64 H 3.05 -3.69 -3.60  C86 1.081
65 C 1.65 -1.67 3.85  O19 1.431, H92 1.088, C149 1.510, H154 1.093
66 C -0.31 1.18 -4.36  O18 1.359, O31 1.345, O164 1.193
67 H 6.81 2.90 1.27  C9 1.087
68 C -0.15 2.71 2.68  C62 1.393, C99 1.518, C162 1.383
69 H -3.12 0.47 -11.37  C83 1.092
70 H -0.68 -0.47 2.02  C54 1.098
71 H 3.03 2.97 4.65  C139 1.093
72 H 1.14 0.28 -0.95  C158 1.088
73 O 6.49 -8.03 -1.80  C3 1.430, C43 1.358
74 H 7.85 4.88 2.18  C152 1.091
75 O 7.18 -5.90 -1.84  C43 1.359, C101 1.428
76 H -2.41 4.85 2.08  C133 1.099
77 H -0.27 3.62 6.24  C141 1.093
78 O 5.27 3.78 2.36  C9 1.429, C151 1.354
79 O 2.94 -1.54 -3.75  C25 1.192
80 O -2.57 5.18 6.64  C10 1.429, C29 1.359
81 C -4.79 -0.85 4.50  H4 1.087, C102 1.368, C159 1.385
82 C -6.84 -1.97 7.74  O17 1.359, O44 1.356, O94 1.187
83 C -2.24 -0.18 -11.34  H69 1.092, O95 1.429, H104 1.087, C137 1.510
84 C 4.44 6.34 -3.43  H40 1.088, H118 1.092, O130 1.429, C170 1.510
85 H 3.54 -2.39 3.04  C149 1.088
86 C 2.92 -4.44 -4.37  C49 1.507, H64 1.081, H88 1.092, O147 1.435
87 C -2.69 -1.15 5.53  C16 1.377, C159 1.376, C161 1.516
88 H 2.28 -4.03 -5.16  C86 1.092
89 H -5.78 3.10 2.81  C111 1.092
90 H -0.70 -1.58 6.20  C161 1.095
91 H -6.28 0.75 7.45  C105 1.092
92 H 1.59 -0.58 3.81  C65 1.088
93 H -1.10 1.47 -10.49  C137 1.088
94 O -6.43 -3.08 7.65  C82 1.187
95 O -2.58 -1.39 -10.65  C83 1.429, C163 1.354
96 H -1.39 3.32 1.19  C99 1.100
97 H -2.33 -7.93 -0.31  C157 1.087
98 H -4.24 -2.69 5.41  C159 1.086
99 C -1.47 2.52 1.94  C68 1.518, H96 1.100, C120 1.553, C129 1.579
100 H -3.58 3.04 4.75  C52 1.098
101 C 8.13 -6.64 -2.61  C3 1.509, H63 1.092, O75 1.428, H138 1.088
102 C -4.45 0.44 4.20  C20 1.384, H46 1.087, C81 1.368
103 H -1.04 6.57 6.60  C10 1.092
104 H -1.93 -0.39 -12.36  C83 1.087
105 C -6.91 0.23 8.18  O44 1.429, H51 1.088, H91 1.092, C136 1.511
106 O -3.35 4.13 8.48  C29 1.186
107 H -2.11 -3.35 -1.52  C48 1.088
108 O 6.04 5.87 2.24  C151 1.355, C152 1.431
109 H 1.20 -1.06 -3.03  C42 1.088
110 H -0.55 2.32 -2.02  O119 0.966
111 C -5.77 4.16 2.52  H39 1.094, C50 1.536, H89 1.092, Br171 1.941
112 H 6.78 -7.84 -3.83  C3 1.092
113 H 2.85 4.95 -2.92  C170 1.087
114 H -2.75 1.90 -2.09  O36 0.965
115 H -0.14 0.01 -10.79  C137 1.092
116 O -1.15 4.15 8.03  C29 1.358, C141 1.429
117 H -3.19 -0.02 -4.63  C2 1.087
118 H 3.81 6.74 -4.22  C84 1.092
119 O -0.48 2.26 -1.05  H110 0.966, B148 1.372
120 C -2.81 2.74 2.69  C52 1.543, C99 1.553, C133 1.567, O142 1.430
121 H -8.59 0.46 6.81  C136 1.088
122 H 3.17 0.39 -7.51  C15 1.088
123 C -2.82 -8.12 -2.42  O28 1.430, H32 1.087, H131 1.092, C157 1.510
124 H -0.45 -2.90 -3.30  C56 1.088
125 H 2.46 -1.66 1.83  C149 1.093
126 C -1.69 -6.22 -2.85  O5 1.190, O28 1.355, O47 1.352
127 H 4.18 2.07 -5.57  C12 1.087
128 O 3.01 -6.71 -4.70  C49 1.437, C57 1.352
129 C -1.62 1.25 1.02  C54 1.540, C99 1.579, B148 1.607, C172 1.541
130 O 5.71 5.97 -3.99  C60 1.358, C84 1.429
131 H -2.13 -8.96 -2.48  C123 1.092
132 H 4.26 4.84 -1.86  C170 1.092
133 C -3.20 4.25 2.56  C50 1.541, H76 1.099, C120 1.567, H160 1.096
134 H 0.59 4.88 7.15  C141 1.088
135 C -0.50 -0.74 -0.15  C38 1.389, C54 1.531, C158 1.371
136 C -8.23 -0.21 7.59  O17 1.429, H26 1.092, C105 1.511, H121 1.088
137 C -1.13 0.38 -10.49  C83 1.510, H93 1.088, H115 1.092, O168 1.430
138 H 8.41 -6.10 -3.51  C101 1.088
139 C 2.11 2.87 4.08  C14 1.373, H71 1.093, N167 1.341
140 O 5.51 -6.51 -0.45  C43 1.187
141 C -0.39 4.51 6.87  C10 1.510, H77 1.093, O116 1.429, H134 1.088
142 O -3.71 2.00 1.87  C120 1.430, C172 1.389
143 H 8.03 -8.78 -2.99  C3 1.088
144 O -3.72 -0.09 0.99  C172 1.205
145 H 1.32 -5.82 -3.87  C49 1.086
146 H 5.63 3.84 0.34  C9 1.092
147 O 4.18 -4.82 -4.94  C57 1.353, C86 1.435
148 B -1.66 1.85 -0.47  O36 1.380, O119 1.372, C129 1.607
149 C 2.50 -2.25 2.75  O61 1.428, C65 1.510, H85 1.088, H125 1.093
150 H -3.57 -6.79 -0.87  C157 1.092
151 C 5.13 5.05 2.81  O21 1.190, O78 1.354, O108 1.355
152 C 6.98 5.05 1.54  C9 1.510, H58 1.087, H74 1.091, O108 1.431
153 H -1.48 -0.45 -6.75  C169 1.085
154 H 2.00 -1.96 4.85  C65 1.093
155 H -1.24 -1.30 -5.22  C169 1.091
156 H -1.95 -1.92 7.37  C161 1.101
157 C -2.66 -7.32 -1.15  O47 1.429, H97 1.087, C123 1.510, H150 1.092
158 C 0.43 -0.53 -1.12  C42 1.384, H72 1.088, C135 1.371
159 C -3.91 -1.68 5.17  C81 1.385, C87 1.376, H98 1.086
160 H -3.35 4.72 3.54  C133 1.096
161 C -1.70 -2.01 6.30  H37 1.090, C87 1.516, H90 1.095, H156 1.101
162 C 0.26 1.79 3.63  H41 1.093, C68 1.383, N167 1.336
163 C -2.20 -1.25 -9.36  O8 1.187, O95 1.354, O168 1.363
164 O 0.55 1.78 -3.78  C66 1.193
165 O 6.47 4.06 -4.91  C60 1.187
166 H -1.89 2.61 4.69  C52 1.097
167 N 1.36 1.80 4.38  C139 1.341, C162 1.336
168 O -1.44 -0.13 -9.19  C137 1.430, C163 1.363
169 C -1.32 -0.32 -5.69  C2 1.507, O31 1.437, H153 1.085, H155 1.091
170 C 3.93 5.03 -2.88  O45 1.429, C84 1.510, H113 1.087, H132 1.092
171 Br -5.97 5.20 4.14  C111 1.941
172 C -3.10 0.91 1.27  C129 1.541, O142 1.389, O144 1.205
173 O -0.26 -4.23 2.72  C27 1.187

- M: 1490.930 u
- Relative energy (zero: lowest compared OMol25 entry of this formula, charge and spin): 0.0 kcal/mol
- E_tot: -7767.894757 a.u.
- SMILES: Cc1cccc(C[C@]2(CCCBr)OC(=O)[C@@](Cc3ccccc3)(B(O)O)[C@@H]2c2cccnc2)c1.O=C1OCCO1.O=C1OCCO1.O=C1OCCO1.O=C1OCCO1.O=C1OCCO1.O=C1OCCO1.O=C1OCCO1.O=C1OCCO1.O=C1OCCO1.O=C1OCCO1.O=C1OCCO1
- LUMO level: -0.16 eV